Formula: C78H150N6O24
Source: the OMol25 dataset
Level of theory: ωB97M-V with the def2-TZVPD basis set

Values from the calculation:
SMILES ... CC1(C)CCCC(C)(C)N1O.CC1(C)CCCC(C)(C)N1O.CC1(C)CCCC(C)(C)N1O.CC1(C)CCCC(C)(C)N1O.CC1(C)CCCC(C)(C)N1O.CC1(C)CCCC(C)(C)N1O.C[C@H]1COC(=O)O1.C[C@H]1COC(=O)O1.C[C@H]1COC(=O)O1.C[C@H]1COC(=O)O1.C[C@H]1COC(=O)O1.C[C@H]1COC(=O)O1
Energy ... -5195.68229 a.u.
E_LUMO ... 0.02 eV
2S+1 ... 1
ΔE to the lowest compared entry with this formula, charge and spin ... 663.3 kJ/mol
Strongest force on any atom ... 5.70 eV/Å
Gap between HOMO and LUMO ... 7.68 eV

Each atom is followed by the atoms it is bonded to, with distances in Å.
Positions of all 258 atoms, in Å:
1 C -18.031 4.877 -8.586  C2 1.578, H12 1.090, H13 1.090, H14 1.090
2 C -19.075 5.761 -9.372  C1 1.578, C3 1.535, C4 1.605, N10 1.545
3 C -20.362 4.931 -9.484  C2 1.535, H15 1.090, H16 1.090, H17 1.090
4 C -19.243 7.161 -8.606  C2 1.605, C5 1.537, H18 1.090, H19 1.090
5 C -20.024 8.150 -9.487  C4 1.537, C6 1.566, H20 1.090, H21 1.090
6 C -19.267 8.411 -10.833  C5 1.566, C7 1.649, H22 1.090, H23 1.090
7 C -18.906 7.074 -11.727  C6 1.649, C8 1.600, C9 1.505, N10 1.537
8 C -20.150 6.532 -12.575  C7 1.600, H24 1.090, H25 1.090, H26 1.090
9 C -17.733 7.265 -12.650  C7 1.505, H27 1.090, H28 1.090, H29 1.090
10 N -18.513 5.910 -10.804  C2 1.545, C7 1.537, O11 1.383
11 O -18.331 4.712 -11.470  N10 1.383, H30 0.960
12 H -18.427 4.702 -7.586  C1 1.090
13 H -17.864 3.881 -8.996  C1 1.090
14 H -17.143 5.457 -8.334  C1 1.090
15 H -20.111 4.026 -10.037  C3 1.090
16 H -20.611 4.463 -8.532  C3 1.090
17 H -21.238 5.457 -9.861  C3 1.090
18 H -19.874 7.069 -7.723  C4 1.090
19 H -18.221 7.485 -8.409  C4 1.090
20 H -21.009 7.691 -9.568  C5 1.090
21 H -20.130 9.102 -8.968  C5 1.090
22 H -18.351 8.921 -10.535  C6 1.090
23 H -19.776 9.098 -11.510  C6 1.090
24 H -19.872 5.589 -13.045  C8 1.090
25 H -20.273 7.343 -13.293  C8 1.090
26 H -21.020 6.433 -11.926  C8 1.090
27 H -18.163 7.776 -13.512  C9 1.090
28 H -17.261 6.372 -13.061  C9 1.090
29 H -16.977 7.794 -12.070  C9 1.090
30 H -17.406 4.477 -11.366  O11 0.960
31 C -16.861 0.421 -15.478  C32 1.582, H42 1.090, H43 1.090, H44 1.090
32 C -17.414 1.445 -16.549  C31 1.582, C33 1.564, C34 1.506, N40 1.523
33 C -18.456 2.358 -15.824  C32 1.564, H45 1.090, H46 1.090, H47 1.090
34 C -16.234 2.233 -17.057  C32 1.506, C35 1.502, H48 1.090, H49 1.090
35 C -16.499 2.943 -18.354  C34 1.502, C36 1.476, H50 1.090, H51 1.090
36 C -16.813 1.951 -19.401  C35 1.476, C37 1.515, H52 1.090, H53 1.090
37 C -18.070 1.217 -18.979  C36 1.515, C38 1.554, C39 1.566, N40 1.427
38 C -19.242 2.144 -19.407  C37 1.554, H54 1.090, H55 1.090, H56 1.090
39 C -17.957 0.194 -20.158  C37 1.566, H57 1.090, H58 1.090, H59 1.090
40 N -17.933 0.596 -17.702  C32 1.523, C37 1.427, O41 1.392
41 O -19.092 -0.126 -17.427  N40 1.392, H60 0.960
42 H -16.440 0.889 -14.588  C31 1.090
43 H -17.715 -0.194 -15.195  C31 1.090
44 H -16.132 -0.294 -15.860  C31 1.090
45 H -19.393 1.838 -15.621  C33 1.090
46 H -18.150 2.463 -14.784  C33 1.090
47 H -18.820 3.234 -16.360  C33 1.090
48 H -15.965 2.997 -16.327  C34 1.090
49 H -15.275 1.715 -17.045  C34 1.090
50 H -17.287 3.693 -18.283  C35 1.090
51 H -15.585 3.494 -18.574  C35 1.090
52 H -15.966 1.267 -19.431  C36 1.090
53 H -16.902 2.578 -20.288  C36 1.090
54 H -19.447 2.955 -18.708  C38 1.090
55 H -20.229 1.751 -19.162  C38 1.090
56 H -19.376 2.340 -20.470  C38 1.090
57 H -17.777 0.552 -21.172  C39 1.090
58 H -18.712 -0.587 -20.247  C39 1.090
59 H -17.116 -0.440 -19.877  C39 1.090
60 H -18.744 -1.018 -17.362  O41 0.960
61 C -8.547 5.231 -14.951  C62 1.529, H72 1.090, H73 1.090, H74 1.090
62 C -7.501 4.516 -15.807  C61 1.529, C63 1.527, C64 1.512, N70 1.463
63 C -6.308 4.239 -14.895  C62 1.527, H75 1.090, H76 1.090, H77 1.090
64 C -8.223 3.238 -16.170  C62 1.512, C65 1.538, H78 1.090, H79 1.090
65 C -7.563 2.430 -17.300  C64 1.538, C66 1.489, H80 1.090, H81 1.090
66 C -7.227 3.358 -18.415  C65 1.489, C67 1.525, H82 1.090, H83 1.090
67 C -6.459 4.639 -18.105  C66 1.525, C68 1.523, C69 1.555, N70 1.482
68 C -4.978 4.418 -17.824  C67 1.523, H84 1.090, H85 1.090, H86 1.090
69 C -6.614 5.586 -19.330  C67 1.555, H87 1.090, H88 1.090, H89 1.090
70 N -7.100 5.324 -16.958  C62 1.463, C67 1.482, O71 1.376
71 O -6.760 6.644 -16.775  N70 1.376, H90 0.960
72 H -8.869 4.561 -14.153  C61 1.090
73 H -8.074 5.984 -14.320  C61 1.090
74 H -9.282 5.672 -15.624  C61 1.090
75 H -6.016 3.189 -14.870  C63 1.090
76 H -5.396 4.800 -15.098  C63 1.090
77 H -6.597 4.323 -13.847  C63 1.090
78 H -8.488 2.758 -15.228  C64 1.090
79 H -9.260 3.368 -16.480  C64 1.090
80 H -6.609 2.115 -16.877  C65 1.090
81 H -8.225 1.619 -17.604  C65 1.090
82 H -8.098 3.433 -19.066  C66 1.090
83 H -6.649 2.640 -18.997  C66 1.090
84 H -4.462 4.106 -18.732  C68 1.090
85 H -4.774 3.614 -17.117  C68 1.090
86 H -4.511 5.351 -17.507  C68 1.090
87 H -7.689 5.626 -19.502  C69 1.090
88 H -6.115 5.261 -20.243  C69 1.090
89 H -6.215 6.574 -19.102  C69 1.090
90 H -7.616 7.077 -16.813  O71 0.960
91 C -11.741 14.808 -16.472  C92 1.438, H102 1.090, H103 1.090, H104 1.090
92 C -10.678 13.992 -16.996  C91 1.438, C93 1.526, C94 1.550, N100 1.501
93 C -11.124 12.589 -17.397  C92 1.526, H105 1.090, H106 1.090, H107 1.090
94 C -10.135 14.725 -18.249  C92 1.550, C95 1.549, H108 1.090, H109 1.090
95 C -8.688 14.423 -18.714  C94 1.549, C96 1.436, H110 1.090, H111 1.090
96 C -7.719 14.670 -17.683  C95 1.436, C97 1.556, H112 1.090, H113 1.090
97 C -8.092 13.802 -16.447  C96 1.556, C98 1.570, C99 1.532, N100 1.542
98 C -7.712 12.285 -16.585  C97 1.570, H114 1.090, H115 1.090, H116 1.090
99 C -7.208 14.452 -15.378  C97 1.532, H117 1.090, H118 1.090, H119 1.090
100 N -9.538 14.141 -16.031  C92 1.501, C97 1.542, O101 1.394
101 O -9.933 13.639 -14.792  N100 1.394, H120 0.960
102 H -12.532 14.839 -17.221  C91 1.090
103 H -12.165 14.481 -15.523  C91 1.090
104 H -11.366 15.830 -16.422  C91 1.090
105 H -10.465 12.263 -18.202  C93 1.090
106 H -11.192 11.981 -16.495  C93 1.090
107 H -12.079 12.811 -17.874  C93 1.090
108 H -10.724 14.474 -19.131  C94 1.090
109 H -10.306 15.801 -18.213  C94 1.090
110 H -8.770 13.357 -18.925  C95 1.090
111 H -8.422 14.913 -19.650  C95 1.090
112 H -7.534 15.725 -17.478  C96 1.090
113 H -6.749 14.216 -17.888  C96 1.090
114 H -8.231 11.688 -17.336  C98 1.090
115 H -7.779 11.700 -15.667  C98 1.090
116 H -6.663 12.015 -16.703  C98 1.090
117 H -7.767 15.098 -14.701  C99 1.090
118 H -6.348 14.913 -15.864  C99 1.090
119 H -6.690 13.832 -14.647  C99 1.090
120 H -10.336 14.385 -14.342  O101 0.960
121 C -10.894 2.472 -22.069  C122 1.557, H132 1.090, H133 1.090, H134 1.090
122 C -11.584 3.300 -20.945  C121 1.557, C123 1.588, C124 1.628, N130 1.450
123 C -11.411 2.319 -19.708  C122 1.588, H135 1.090, H136 1.090, H137 1.090
124 C -10.696 4.607 -20.553  C122 1.628, C125 1.582, H138 1.090, H139 1.090
125 C -11.002 5.755 -21.597  C124 1.582, C126 1.651, H140 1.090, H141 1.090
126 C -12.619 6.087 -21.570  C125 1.651, C127 1.562, H142 1.090, H143 1.090
127 C -13.484 4.815 -21.842  C126 1.562, C128 1.514, C129 1.567, N130 1.505
128 C -14.857 5.122 -21.281  C127 1.514, H144 1.090, H145 1.090, H146 1.090
129 C -13.524 4.616 -23.396  C127 1.567, H147 1.090, H148 1.090, H149 1.090
130 N -12.992 3.630 -21.056  C122 1.450, C127 1.505, O131 1.398
131 O -13.828 2.509 -21.091  N130 1.398, H150 0.960
132 H -10.710 3.183 -22.874  C121 1.090
133 H -9.972 1.955 -21.804  C121 1.090
134 H -11.518 1.701 -22.522  C121 1.090
135 H -10.376 2.108 -19.439  C123 1.090
136 H -11.970 2.614 -18.820  C123 1.090
137 H -11.844 1.321 -19.774  C123 1.090
138 H -10.882 4.793 -19.495  C124 1.090
139 H -9.647 4.411 -20.776  C124 1.090
140 H -10.210 6.456 -21.336  C125 1.090
141 H -10.647 5.401 -22.565  C125 1.090
142 H -12.664 6.768 -22.419  C126 1.090
143 H -12.923 6.681 -20.708  C126 1.090
144 H -14.745 5.402 -20.234  C128 1.090
145 H -15.572 4.311 -21.422  C128 1.090
146 H -15.244 6.028 -21.748  C128 1.090
147 H -14.028 3.694 -23.686  C129 1.090
148 H -12.493 4.288 -23.531  C129 1.090
149 H -13.758 5.400 -24.115  C129 1.090
150 H -13.616 2.230 -21.984  O131 0.960
151 C -14.421 6.264 -10.226  C152 1.562, H162 1.090, H163 1.090, H164 1.090
152 C -13.195 5.537 -10.864  C151 1.562, C153 1.580, C154 1.528, N160 1.520
153 C -13.627 4.300 -11.747  C152 1.580, H165 1.090, H166 1.090, H167 1.090
154 C -12.353 6.540 -11.650  C152 1.528, C155 1.583, H168 1.090, H169 1.090
155 C -10.908 6.091 -12.114  C154 1.583, C156 1.542, H170 1.090, H171 1.090
156 C -10.113 5.768 -10.833  C155 1.542, C157 1.543, H172 1.090, H173 1.090
157 C -10.826 4.791 -9.875  C156 1.543, C158 1.538, C159 1.562, N160 1.524
158 C -10.550 3.339 -10.302  C157 1.538, H174 1.090, H175 1.090, H176 1.090
159 C -10.071 4.932 -8.515  C157 1.562, H177 1.090, H178 1.090, H179 1.090
160 N -12.308 5.104 -9.708  C152 1.520, C157 1.524, O161 1.375
161 O -12.988 4.132 -9.012  N160 1.375, H180 0.960
162 H -14.998 6.803 -10.977  C151 1.090
163 H -14.257 6.963 -9.405  C151 1.090
164 H -15.078 5.578 -9.692  C151 1.090
165 H -14.571 4.402 -12.282  C153 1.090
166 H -13.659 3.376 -11.168  C153 1.090
167 H -12.840 4.295 -12.501  C153 1.090
168 H -13.046 6.945 -12.387  C154 1.090
169 H -12.331 7.439 -11.033  C154 1.090
170 H -10.361 6.814 -12.719  C155 1.090
171 H -11.114 5.223 -12.741  C155 1.090
172 H -9.870 6.664 -10.262  C156 1.090
173 H -9.090 5.454 -11.041  C156 1.090
174 H -9.518 3.002 -10.207  C158 1.090
175 H -10.796 2.504 -9.647  C158 1.090
176 H -11.062 3.050 -11.220  C158 1.090
177 H -9.722 5.921 -8.220  C159 1.090
178 H -10.712 4.671 -7.673  C159 1.090
179 H -9.371 4.168 -8.177  C159 1.090
180 H -12.865 4.576 -8.170  O161 0.960
181 C -11.473 9.543 -19.576  C182 1.491, H188 1.090, H189 1.090, H190 1.090
182 C -10.399 9.673 -20.602  C181 1.491, C183 1.511, O187 1.384, H191 1.090
183 C -10.956 9.576 -22.004  C182 1.511, O184 1.400, H192 1.090, H193 1.090
184 O -10.847 10.882 -22.496  C183 1.400, C185 1.298
185 C -10.032 11.561 -21.748  O184 1.298, O186 1.215, O187 1.329
186 O -9.713 12.709 -21.985  C185 1.215
187 O -9.970 10.988 -20.551  C182 1.384, C185 1.329
188 H -12.097 10.437 -19.600  C181 1.090
189 H -10.851 9.617 -18.684  C181 1.090
190 H -11.876 8.548 -19.761  C181 1.090
191 H -9.591 8.951 -20.480  C182 1.090
192 H -11.840 8.944 -22.084  C183 1.090
193 H -10.299 8.988 -22.645  C183 1.090
194 C -13.774 11.145 -14.364  C195 1.550, H201 1.090, H202 1.090, H203 1.090
195 C -15.071 11.994 -14.390  C194 1.550, C196 1.460, O200 1.441, H204 1.090
196 C -16.124 11.517 -15.282  C195 1.460, O197 1.432, H205 1.090, H206 1.090
197 O -17.251 11.150 -14.478  C196 1.432, C198 1.385
198 C -16.922 11.352 -13.147  O197 1.385, O199 1.226, O200 1.373
199 O -17.583 11.227 -12.123  C198 1.226
200 O -15.624 11.793 -13.074  C195 1.441, C198 1.373
201 H -13.187 11.239 -13.450  C194 1.090
202 H -13.191 11.163 -15.285  C194 1.090
203 H -13.951 10.071 -14.411  C194 1.090
204 H -14.927 13.071 -14.472  C195 1.090
205 H -15.886 10.780 -16.049  C196 1.090
206 H -16.327 12.348 -15.957  C196 1.090
207 C -19.292 8.449 -16.027  C208 1.562, H214 1.090, H215 1.090, H216 1.090
208 C -18.281 7.505 -16.753  C207 1.562, C209 1.578, O213 1.418, H217 1.090
209 C -18.737 6.063 -17.206  C208 1.578, O210 1.350, H218 1.090, H219 1.090
210 O -18.189 6.081 -18.440  C209 1.350, C211 1.373
211 C -17.912 7.340 -18.915  O210 1.373, O212 1.225, O213 1.297
212 O -17.701 7.724 -20.059  C211 1.225
213 O -17.981 8.204 -17.950  C208 1.418, C211 1.297
214 H -18.923 9.440 -15.762  C207 1.090
215 H -19.486 7.827 -15.153  C207 1.090
216 H -20.142 8.612 -16.690  C207 1.090
217 H -17.238 7.488 -16.438  C208 1.090
218 H -19.697 5.632 -16.921  C209 1.090
219 H -18.177 5.360 -16.590  C209 1.090
220 C -17.657 10.245 -22.397  C221 1.522, H227 1.090, H228 1.090, H229 1.090
221 C -16.285 10.356 -21.749  C220 1.522, C222 1.514, O226 1.412, H230 1.090
222 C -15.424 9.113 -21.666  C221 1.514, O223 1.429, H231 1.090, H232 1.090
223 O -14.361 9.286 -22.604  C222 1.429, C224 1.301
224 C -14.461 10.440 -23.198  O223 1.301, O225 1.233, O226 1.307
225 O -13.612 10.928 -23.947  C224 1.233
226 O -15.543 11.021 -22.750  C221 1.412, C224 1.307
227 H -18.132 10.995 -23.029  C220 1.090
228 H -18.330 10.083 -21.555  C220 1.090
229 H -17.637 9.462 -23.156  C220 1.090
230 H -16.256 10.974 -20.852  C221 1.090
231 H -15.973 8.172 -21.657  C222 1.090
232 H -15.016 9.113 -20.655  C222 1.090
233 C -13.173 8.954 -17.153  C234 1.498, H240 1.090, H241 1.090, H242 1.090
234 C -13.254 7.483 -16.886  C233 1.498, C235 1.530, O239 1.453, H243 1.090
235 C -12.369 6.827 -15.824  C234 1.530, O236 1.464, H244 1.090, H245 1.090
236 O -13.240 5.827 -15.205  C235 1.464, C237 1.373
237 C -14.552 6.141 -15.455  O236 1.373, O238 1.254, O239 1.405
238 O -15.576 5.546 -15.042  C237 1.254
239 O -14.563 7.269 -16.292  C234 1.453, C237 1.405
240 H -13.602 9.151 -18.136  C233 1.090
241 H -12.228 9.483 -17.027  C233 1.090
242 H -13.838 9.418 -16.425  C233 1.090
243 H -13.214 6.938 -17.829  C234 1.090
244 H -12.195 7.508 -14.990  C235 1.090
245 H -11.415 6.411 -16.147  C235 1.090
246 C -8.805 10.625 -11.755  C247 1.525, H253 1.090, H254 1.090, H255 1.090
247 C -9.206 9.365 -12.514  C246 1.525, C248 1.558, O252 1.425, H256 1.090
248 C -10.588 9.657 -13.169  C247 1.558, O249 1.340, H257 1.090, H258 1.090
249 O -10.399 9.422 -14.475  C248 1.340, C250 1.440
250 C -9.014 9.127 -14.742  O249 1.440, O251 1.239, O252 1.338
251 O -8.477 8.858 -15.826  C250 1.239
252 O -8.307 9.274 -13.615  C247 1.425, C250 1.338
253 H -9.541 11.143 -11.141  C246 1.090
254 H -8.411 11.453 -12.344  C246 1.090
255 H -7.985 10.354 -11.089  C246 1.090
256 H -9.062 8.415 -11.998  C247 1.090
257 H -10.845 10.706 -13.024  C248 1.090
258 H -11.267 8.881 -12.816  C248 1.090

These are the Mulliken partial charges, in e, on atoms 1 to 4: number 1, C, carries -1.8589; number 2, C, carries 1.0696; number 3, C, carries -1.7291; number 4, C, carries -0.9893